{
  "formula": "C39H19BrF15GeN5O4STi",
  "method": "ωB97M-V/def2-TZVPD",
  "elements": ["H", "C", "C", "H", "N", "H", "F", "H", "F", "C", "C", "Ti", "C", "C", "C", "H", "F", "H", "O", "F", "C", "C", "C", "C", "F", "H", "C", "H", "C", "C", "C", "C", "H", "H", "C", "H", "F", "C", "F", "C", "C", "C", "C", "C", "O", "C", "F", "C", "F", "Br", "N", "F", "H", "C", "C", "H", "H", "C", "C", "O", "C", "C", "C", "C", "F", "N", "F", "C", "C", "Ge", "H", "S", "F", "H", "H", "C", "N", "C", "H", "F", "C", "C", "O", "F", "N", "H"],
  "coordinates": [[-3.873, 5.346, 1.674], [-0.119, -1.151, -6.415], [-2.547, 0.324, -3.308], [-2.352, 5.809, -2.288], [-0.234, 2.456, -2.211], [-2.800, -0.527, -6.546], [5.892, -0.961, 5.525], [-0.863, -3.598, -0.723], [4.930, -3.242, 4.386], [-2.529, 1.517, 5.807], [4.109, 0.818, -5.343], [-0.461, 0.817, -0.797], [2.661, 0.157, 4.356], [4.678, -0.970, 4.978], [2.914, -2.123, 3.833], [5.894, -0.356, -5.210], [-1.990, 0.937, 2.251], [0.478, -2.666, -2.445], [1.147, 0.554, -1.625], [2.430, -3.259, 3.313], [-2.715, 1.595, 4.428], [-2.426, 5.249, -1.367], [2.964, 1.245, -4.699], [1.494, 1.214, -2.678], [-2.053, -6.380, 2.353], [-0.540, 4.296, -3.068], [-1.715, 4.045, -1.250], [2.249, 1.896, -5.178], [-3.271, 4.981, 0.855], [-2.579, 3.800, 1.002], [-0.542, -0.431, -4.052], [0.051, -3.492, 1.842], [4.304, 1.142, -6.354], [-2.641, 3.248, 1.924], [4.184, -2.133, 4.398], [-3.757, 6.628, -0.428], [-3.189, -4.580, 4.056], [-0.815, 3.609, -2.266], [-1.318, 0.678, 7.652], [-0.776, 0.194, 4.087], [-0.450, -4.776, 1.704], [-1.795, 3.286, -0.044], [-1.578, -2.961, 3.456], [5.003, -0.024, -4.697], [-1.128, 2.169, 0.086], [-2.375, -0.379, -5.565], [-3.365, 2.157, 6.626], [2.710, 0.818, -3.398], [-2.145, -2.118, 4.325], [-3.531, 1.080, -1.866], [-1.274, 0.065, -3.060], [0.105, -5.642, 0.845], [0.167, -2.182, -6.209], [3.899, 0.186, 4.978], [-1.554, -5.150, 2.460], [0.793, -0.559, -6.456], [3.409, -0.323, -1.727], [-2.127, -4.232, 3.331], [-0.476, -2.568, 2.720], [-1.515, -0.545, -0.385], [-1.027, -0.644, -5.340], [3.615, -0.018, -2.745], [4.759, -0.437, -3.396], [-1.479, 0.767, 6.330], [4.356, 1.297, 5.560], [-0.892, -2.624, -1.015], [-3.734, 2.314, 3.944], [-3.205, 5.707, -0.332], [-0.617, 0.116, 5.457], [0.405, -0.753, 2.786], [-0.602, -1.117, -7.387], [1.119, 0.343, 1.080], [1.918, 1.275, 4.301], [-4.215, 0.291, -4.652], [0.489, -0.656, -3.820], [-1.835, 0.923, 3.590], [0.791, 2.234, -3.091], [2.131, -0.987, 3.787], [5.457, -1.088, -2.891], [1.084, -3.095, 1.072], [-1.661, -1.812, -0.193], [-3.162, 0.094, -4.530], [-2.416, -2.331, 0.608], [0.377, -0.638, 5.947], [0.245, -2.084, -1.647], [1.048, -2.062, -1.011]],
  "energy_ha": -9469.0049,
  "homo_lumo_gap_ev": 7.767,
  "e_above_lowest_kcal_mol": 28.9
}